# 1
Formula: C48H61AlClN4P3S
Source: the OMol25 dataset
Level of theory: ωB97M-V/def2-TZVPD

XYZ file:
```
119
Properties=species:S:1:pos:R:3:forces:R:3
Al 0.3186 0.3437 0.1986 -1.07 1.03 0.89
C 1.1196 2.0953 -3.6837 0.01 -0.04 0.06
C 0.6000 2.8076 -2.4285 -0.01 -0.16 -0.05
C 0.1490 4.2342 -2.7452 -0.06 -0.03 0.02
P -0.6873 1.7995 -1.5246 -0.19 0.30 -0.18
C -1.9358 1.1791 -2.7425 0.10 -0.06 0.26
C -3.1331 0.6166 -1.9724 0.10 -0.01 -0.10
C -2.3983 2.1036 -3.8705 0.06 0.05 0.05
C -1.4427 2.9492 -0.3663 -0.05 -0.19 0.13
C -2.3754 3.9282 -0.7412 0.06 -0.02 0.01
C -2.7931 4.9153 0.1277 -0.07 0.08 -0.06
C -3.8258 5.9400 -0.2621 0.12 -0.01 0.06
C -2.1639 4.9623 1.3759 0.04 -0.04 -0.02
C -1.2480 4.0107 1.7739 0.05 0.05 -0.01
C -0.9247 2.9187 0.9489 0.00 -0.13 -0.10
N -0.1204 1.8426 1.3362 0.04 -0.02 0.14
C 0.1473 1.6021 2.7078 -0.04 0.05 -0.03
C -0.7566 1.8677 3.7400 -0.05 -0.01 -0.05
C -0.4161 1.6740 5.0700 -0.02 0.01 -0.02
C 0.8399 1.2066 5.4359 0.07 -0.07 0.05
C 1.2633 1.0862 6.8771 -0.04 -0.04 -0.10
C 1.7003 0.8249 4.4115 -0.04 -0.03 0.02
C 1.3615 0.9756 3.0690 -0.08 -0.01 -0.11
P 2.3174 0.3813 1.6540 0.36 0.13 0.22
C 3.4002 -1.1116 1.9520 -0.36 -0.19 -0.14
C 3.8070 -1.4157 3.3929 0.07 0.03 -0.03
C 2.8408 -2.3950 1.3086 0.12 0.02 0.00
C 3.5468 1.7345 1.3084 -0.26 0.08 -0.11
C 4.5613 1.8805 2.4404 0.02 -0.07 -0.02
C 2.8335 3.0654 1.0543 0.04 -0.07 -0.01
H 1.7641 2.7789 -4.2371 0.00 0.00 0.00
H 1.7077 1.2102 -3.4502 -0.07 0.08 -0.06
H 0.3139 1.7934 -4.3521 0.04 0.03 -0.02
H 1.4235 2.8721 -1.7118 0.04 0.00 0.03
H -0.6522 4.2491 -3.4860 0.03 0.03 0.04
H -0.1890 4.7615 -1.8559 0.00 0.03 -0.01
H 0.9943 4.7879 -3.1575 -0.01 -0.05 -0.03
H -1.4076 0.3389 -3.2014 -0.07 0.18 0.18
H -3.6808 1.4177 -1.4730 -0.02 -0.02 0.04
H -3.8171 0.1214 -2.6632 0.02 0.00 -0.03
H -2.8247 -0.1291 -1.2369 -0.01 -0.02 0.01
H -2.8911 3.0035 -3.5078 -0.03 -0.03 0.00
H -1.5914 2.4068 -4.5331 0.00 0.03 0.01
H -3.1275 1.5572 -4.4713 0.00 -0.02 -0.01
H -2.7659 3.9286 -1.7503 -0.02 -0.01 0.02
H -4.2143 5.7533 -1.2621 0.00 0.00 0.01
H -4.6631 5.9338 0.4370 -0.01 0.00 -0.03
H -3.3976 6.9441 -0.2453 -0.03 -0.01 -0.02
H -2.4013 5.7756 2.0535 0.04 -0.02 -0.01
H -0.7621 4.1245 2.7310 -0.05 -0.06 0.06
H -1.7393 2.2522 3.5038 0.01 0.04 -0.01
H -1.1449 1.9062 5.8397 0.05 0.04 -0.04
H 0.5332 1.5446 7.5423 0.02 -0.02 0.00
H 1.3806 0.0406 7.1711 -0.01 0.02 0.01
H 2.2239 1.5773 7.0359 -0.02 0.01 0.03
H 2.6603 0.4111 4.6841 -0.02 0.00 -0.02
H 4.2982 -0.8287 1.3956 0.02 0.08 -0.04
H 2.9420 -1.7137 3.9871 0.01 0.02 0.00
H 4.5063 -2.2540 3.3783 -0.03 -0.01 0.01
H 4.3077 -0.5837 3.8841 0.00 -0.01 0.02
H 2.2152 -2.9406 2.0103 0.00 0.02 -0.01
H 2.2334 -2.2057 0.4271 0.03 -0.07 -0.02
H 3.6672 -3.0470 1.0176 0.00 0.04 0.05
H 4.0675 1.4294 0.3947 0.00 -0.05 -0.02
H 4.0608 2.1037 3.3849 0.03 0.00 -0.01
H 5.1780 0.9905 2.5634 0.00 0.03 0.03
H 5.2305 2.7126 2.2154 -0.02 -0.01 0.01
H 2.3372 3.4173 1.9612 -0.01 -0.01 -0.03
H 3.5569 3.8238 0.7497 0.01 -0.05 0.04
H 2.0777 2.9819 0.2745 -0.01 0.06 -0.02
Cl 2.0360 -0.2683 -1.3689 0.76 -0.50 -0.40
C 2.0045 -1.2417 -2.8577 -0.12 -0.29 -0.51
C 3.1521 -1.1671 -3.6278 0.13 0.16 0.19
C 3.2227 -1.9189 -4.7883 0.04 0.00 -0.03
C 2.1587 -2.7290 -5.1530 -0.09 -0.08 -0.07
C 1.0188 -2.7819 -4.3663 0.15 0.04 0.00
C 0.9101 -2.0313 -3.1933 -0.02 0.26 0.20
P -0.5832 -2.0665 -2.1326 -0.07 -0.35 0.03
C -1.9085 -2.3494 -3.3949 0.20 0.06 0.01
C -2.9060 -3.3121 -3.2657 0.02 0.03 -0.06
C -3.9300 -3.4023 -4.2033 0.01 0.04 0.04
C -3.9711 -2.5369 -5.2843 -0.07 -0.05 0.02
C -2.9709 -1.5864 -5.4357 0.03 0.10 -0.02
C -1.9529 -1.4922 -4.5004 0.01 -0.18 -0.09
C -0.3821 -3.6824 -1.2843 -0.12 0.13 -0.05
C 0.7020 -4.5319 -1.4892 -0.02 -0.06 0.00
C 0.7843 -5.7394 -0.8055 0.03 0.01 -0.01
C -0.2177 -6.1170 0.0748 0.01 -0.03 0.04
C -1.3009 -5.2743 0.2906 -0.01 0.02 0.00
C -1.3681 -4.0555 -0.3665 0.03 0.09 0.06
H 3.9787 -0.5338 -3.3280 -0.05 -0.03 -0.01
H 4.1119 -1.8677 -5.4034 -0.03 0.00 0.03
H 2.2147 -3.3238 -6.0559 0.00 0.02 0.03
H 0.1968 -3.4204 -4.6593 -0.07 0.00 0.00
H -2.8906 -4.0260 -2.4586 0.05 -0.04 0.18
H -4.6963 -4.1572 -4.0805 0.04 0.00 -0.02
H -4.7701 -2.6105 -6.0120 0.05 0.01 0.03
H -2.9828 -0.9159 -6.2875 0.03 -0.05 0.03
H -1.1627 -0.7675 -4.6634 0.01 -0.09 -0.09
H 1.4839 -4.2715 -2.1906 -0.01 0.00 0.02
H 1.6270 -6.3970 -0.9795 -0.01 0.03 0.01
H -0.1547 -7.0669 0.5917 -0.02 0.03 -0.04
H -2.1010 -5.5739 0.9572 0.06 0.03 0.02
H -2.2012 -3.3877 -0.1693 -0.04 -0.01 -0.03
C -0.2043 -2.7627 5.4577 0.01 -0.02 -0.12
C -0.1234 -3.2081 3.9906 -0.03 0.06 0.21
C -0.6663 -2.1941 3.0406 -0.38 0.10 -0.07
N -0.0802 -1.7051 2.0154 0.10 -0.14 -0.11
N -0.8555 -0.8042 1.3091 0.26 -0.25 -0.06
C -2.0455 -0.5941 1.8579 0.17 -0.08 -0.17
N -2.9507 0.2702 1.3912 0.13 -0.03 0.08
S -2.3029 -1.5793 3.2433 0.07 0.04 -0.02
H 0.0148 -3.6046 6.1127 0.03 0.04 -0.02
H -1.2024 -2.3993 5.7116 0.03 -0.03 0.03
H 0.5106 -1.9649 5.6635 -0.05 0.03 -0.02
H -0.6982 -4.1273 3.8582 0.03 -0.04 -0.05
H 0.9081 -3.4211 3.7145 -0.02 -0.03 -0.09
H -2.6740 0.9577 0.7044 -0.01 0.09 -0.01
H -3.7776 0.4709 1.9269 -0.03 -0.01 0.01
```
Forces are in eV/Å.

**E_HOMO**: -11.95 eV
**LUMO energy**: -4.47 eV
**Total charge**: +2
**Energy**: -114539.3631 eV


# 2
Formula: C24H74O13
Source: the OMol25 dataset
Level of theory: ωB97M-V/def2-TZVPD

XYZ file:
```
111
Properties=species:S:1:pos:R:3:forces:R:3
C 3.8710 -5.3912 -4.5599 0.39 -0.12 0.04
C 2.4498 -5.4021 -4.0718 -0.18 1.09 -0.70
O 2.3981 -4.7113 -2.8441 -0.20 -0.22 1.17
H 4.5244 -5.8938 -3.8467 0.08 0.02 -0.05
H 4.1264 -4.3321 -4.5925 0.43 -0.04 -0.08
H 4.0249 -5.8088 -5.5549 -0.15 -0.11 0.00
H 1.9708 -6.3773 -3.9834 0.12 0.05 0.11
H 1.9027 -4.7550 -4.7574 -0.52 -0.61 -0.52
H 2.2789 -3.7748 -3.0182 0.02 -0.04 0.04
C -1.0290 -5.0103 6.0481 -0.88 -1.52 -0.73
C -1.8387 -5.7618 7.1367 0.32 0.44 -1.56
O -1.6539 -5.0520 8.2947 -0.02 0.53 2.16
H -1.0955 -5.6093 5.1399 -0.01 0.14 -0.39
H 0.0406 -4.8891 6.2194 -0.13 0.08 0.52
H -1.5301 -4.0601 5.8631 0.29 0.05 0.10
H -1.6198 -6.8146 7.3151 0.44 -0.20 -0.48
H -2.8965 -5.7360 6.8748 -0.06 0.15 -0.03
H -0.7629 -5.2810 8.5690 0.06 0.33 0.41
C -7.5057 5.6223 1.4498 -0.73 0.93 0.46
C -6.2861 5.4687 2.3752 -1.42 0.95 -0.90
O -5.7177 4.2647 2.0442 1.33 -1.49 -0.14
H -7.9948 6.5856 1.5950 -0.08 0.14 0.10
H -8.2777 4.8765 1.6391 0.04 -0.22 0.31
H -7.3186 5.5515 0.3783 0.68 -0.03 0.12
H -6.5456 5.4516 3.4338 -0.34 0.42 0.13
H -5.6038 6.3000 2.1979 0.28 -0.22 0.01
H -6.4500 3.6472 2.1077 0.24 -0.51 -0.11
C 2.6746 6.2690 4.3848 -0.74 0.12 0.93
C 1.4929 6.5989 5.3074 -0.38 -0.02 0.37
O 1.9088 6.7462 6.6694 0.45 -0.10 -0.09
H 3.2081 5.4219 4.8159 0.10 0.04 -0.01
H 3.3378 7.1329 4.3422 0.05 -0.13 -0.22
H 2.3180 5.9671 3.4000 0.05 0.25 -0.03
H 0.7195 5.8310 5.3274 0.10 -0.42 -0.56
H 0.9586 7.5196 5.0732 0.22 0.19 -0.71
H 1.0852 6.8184 7.1574 0.14 0.06 0.32
C -6.8918 -1.1864 3.7791 -0.31 -0.44 0.16
C -8.0934 -1.3637 2.8751 0.38 0.88 -1.27
O -8.0363 -0.2879 1.8961 -0.16 -0.11 0.50
H -7.0047 -0.3002 4.4036 -0.03 -0.06 0.01
H -5.9528 -1.0984 3.2327 -0.18 -0.01 -0.23
H -6.8164 -2.0728 4.4089 0.08 0.08 0.24
H -9.0482 -1.3230 3.3992 0.07 0.01 0.30
H -8.0726 -2.2773 2.2809 0.20 -0.40 0.38
H -8.8266 -0.3534 1.3552 -0.04 0.06 -0.10
C -4.2249 2.8373 -3.3147 -0.68 -0.39 0.01
C -3.2924 4.0150 -3.2164 -0.72 0.17 -0.77
O -2.0560 3.6877 -3.8139 0.63 -0.38 0.25
H -3.8439 1.9307 -2.8446 0.18 0.08 0.01
H -4.5214 2.6014 -4.3368 0.47 0.00 -0.20
H -5.1844 3.0579 -2.8469 0.08 0.19 0.35
H -3.2239 4.3636 -2.1859 0.32 -0.05 0.13
H -3.7118 4.8127 -3.8295 -0.33 0.35 0.25
H -1.5251 4.4863 -3.8592 0.08 0.01 -0.01
C -1.7934 -1.6137 -9.2664 0.46 0.45 0.26
C -1.7992 -0.7563 -7.9801 -0.19 -0.82 -0.87
O -1.1822 0.4667 -8.2746 0.40 0.71 -0.37
H -0.8047 -1.8688 -9.6478 0.27 0.07 0.42
H -2.2153 -0.9955 -10.0589 -0.40 -0.18 0.02
H -2.3298 -2.5548 -9.1449 -0.22 0.19 0.03
H -1.2766 -1.2165 -7.1416 -0.18 -0.38 0.06
H -2.8525 -0.5936 -7.7517 -0.12 -0.05 0.42
H -1.2405 1.0461 -7.5114 -0.01 0.01 0.06
C 4.8465 2.2622 -6.9667 0.19 0.28 -0.64
C 5.2351 0.8457 -7.3977 -0.29 1.44 0.00
O 5.8191 0.8864 -8.7060 0.11 -0.45 0.60
H 4.0137 2.6297 -7.5662 -0.43 -0.12 0.27
H 5.6429 2.9525 -7.2450 0.34 -0.10 0.31
H 4.6532 2.3450 -5.8972 -0.20 -0.01 -0.08
H 4.3247 0.2464 -7.3899 0.23 -0.48 0.11
H 5.9651 0.5210 -6.6563 0.11 -0.59 -0.51
H 5.1312 1.1480 -9.3224 -0.07 0.02 -0.05
C -4.1726 -4.9898 -0.5549 -0.52 0.20 0.10
C -5.0783 -5.1476 -1.7754 0.89 0.32 -0.48
O -5.0577 -6.5142 -2.1462 -0.25 -0.50 0.27
H -4.1264 -3.9570 -0.2095 -0.21 0.11 -0.08
H -3.1371 -5.3114 -0.6665 -0.19 -0.23 -0.41
H -4.6405 -5.5754 0.2365 0.20 -0.05 0.17
H -4.7608 -4.5734 -2.6458 0.44 0.34 0.08
H -6.0746 -4.7578 -1.5668 -0.30 -0.33 0.32
H -5.2990 -6.6266 -3.0686 -0.08 0.16 0.04
C 3.3068 -0.1570 7.2188 -0.76 -1.00 0.70
C 4.2178 0.2300 8.3755 0.89 0.84 -0.80
O 4.6068 -0.7999 9.2853 -0.82 -0.43 -0.56
H 3.5592 -1.1676 6.8976 -0.17 -0.11 0.01
H 3.3733 0.4675 6.3279 0.44 0.33 0.32
H 2.2629 -0.1094 7.5287 -0.10 -0.37 -0.06
H 3.7779 1.0630 8.9238 0.08 0.15 0.02
H 5.1005 0.5579 7.8263 0.46 0.45 0.48
H 5.2675 -0.4513 9.8881 -0.03 0.15 -0.10
C 0.1766 0.7435 0.3345 0.11 -0.96 0.68
C 1.3931 0.8729 -0.5822 -0.96 0.34 0.36
O 1.0796 0.3578 -1.8557 0.22 -0.19 -0.57
H -0.0654 -0.3016 0.5275 0.32 -0.33 -0.21
H -0.7719 1.1035 -0.0641 0.31 0.67 -0.17
H 0.3710 1.1254 1.3367 -0.07 0.48 -0.08
H 2.2573 0.3317 -0.1970 -0.09 -0.01 0.03
H 1.6492 1.9272 -0.6867 0.29 0.14 0.16
H 0.5836 1.0496 -2.2996 -0.14 -0.13 -0.24
C 8.3140 -2.5996 -0.9761 -0.64 -0.40 0.38
O 8.8111 -2.4765 0.3535 0.32 -0.21 -0.40
H 8.1573 -3.6543 -1.2022 0.24 -0.10 0.27
H 7.3130 -2.1690 -1.0014 0.00 0.34 -0.43
H 8.9629 -2.2144 -1.7627 0.09 0.33 0.17
H 8.9915 -1.5492 0.5247 0.00 0.07 0.02
C 7.9115 2.7447 0.7114 -0.15 1.36 1.19
O 8.8301 2.2483 1.6665 0.70 -1.44 -0.31
H 8.2790 3.7419 0.4690 -0.45 0.18 -0.60
H 7.7746 2.1637 -0.2006 0.54 -0.39 0.39
H 6.9592 2.8290 1.2349 -0.42 0.14 -0.47
H 8.9217 2.8535 2.4060 -0.22 0.13 -0.22
```
Forces are in eV/Å.

**E_HOMO**: -10.02 eV
**LUMO energy**: 0.09 eV
**Energy**: -52699.0760 eV


# 3
Formula: C10H38N4O9
Source: the OMol25 dataset
Level of theory: ωB97M-V/def2-TZVPD

XYZ file:
```
61
Properties=species:S:1:pos:R:3:forces:R:3
N -2.3157 1.5750 4.0533 0.00 0.36 -0.59
C -3.5793 2.0851 3.9889 -1.11 -0.53 0.62
N -3.9330 2.5539 2.7509 0.16 0.04 0.06
O -4.3662 2.0740 4.9381 0.71 0.38 -0.51
H -1.9824 1.2012 4.9182 -0.12 -0.12 0.05
H -1.8337 1.4163 3.1787 0.33 -0.19 0.28
H -4.8344 2.9667 2.6162 -0.12 -0.12 0.20
H -3.3644 2.3958 1.9433 0.21 0.11 -0.14
N 0.8691 3.9737 0.4683 -0.72 -0.75 -0.01
C -0.3829 4.2019 -0.0145 -0.62 1.35 0.75
N -0.4343 4.9778 -1.1318 -0.43 -0.33 0.04
O -1.4052 3.8473 0.5895 0.74 -0.59 -0.77
H 0.8480 3.4074 1.3029 0.57 0.32 0.09
H 1.6048 4.6178 0.2617 0.36 -0.11 0.19
H -1.3435 5.3109 -1.4021 0.10 0.03 -0.05
H 0.3861 5.3937 -1.5220 0.08 0.05 -0.16
C 4.3622 -1.3312 -1.8059 0.10 0.08 -0.19
C 2.9358 -1.4969 -1.2959 0.58 -0.48 -0.09
O 2.1223 -1.7586 -2.4093 -0.18 -0.02 -0.39
H 4.7625 -2.2300 -2.2779 -0.30 -0.20 0.14
H 5.0563 -1.0709 -1.0041 -0.08 0.17 0.02
H 4.3914 -0.5762 -2.5940 0.00 0.20 0.19
H 2.6288 -0.5976 -0.7497 -0.12 -0.07 -0.06
H 2.9202 -2.3427 -0.5979 -0.11 0.03 0.11
H 1.2390 -2.0687 -2.1483 0.05 0.23 0.29
C -3.0332 0.5340 -3.2004 -0.14 0.12 2.18
O -4.2977 0.5616 -2.5075 -0.11 0.09 -0.65
H -2.4528 -0.2124 -2.6524 0.40 -0.19 -0.79
H -3.1020 0.3745 -4.2736 -0.05 -0.03 0.03
H -2.5557 1.4727 -2.9095 0.05 0.13 -0.70
H -4.4295 -0.3024 -2.1151 -0.14 -0.05 -0.02
C -0.9817 -4.6188 0.7742 -0.66 -0.55 -0.03
O -1.3484 -3.2497 0.8720 -0.02 -0.14 -0.04
H -0.6038 -4.8363 -0.2261 0.47 0.16 0.10
H -0.3027 -4.9396 1.5618 0.30 0.17 -0.15
H -1.8591 -5.2673 0.8593 -0.18 0.21 0.19
H -0.9464 -2.8645 1.6635 0.21 -0.04 -0.13
C -0.5645 0.2585 0.3602 0.12 1.25 -1.22
O -0.9190 1.1742 1.3768 -0.41 -0.42 1.16
H -1.2890 0.1470 -0.4532 -0.49 0.08 0.37
H 0.2916 0.6923 -0.1675 0.48 -0.63 0.10
H -0.3906 -0.7314 0.7604 0.30 0.10 0.29
H -0.9917 2.1094 1.1230 -0.16 -0.17 -0.67
C 2.0914 -2.8456 2.4436 -0.66 -0.37 0.26
O 0.7812 -2.3228 2.6545 -0.48 -0.06 -0.16
H 1.9451 -3.7898 1.9174 0.11 0.13 -0.18
H 2.6822 -2.1688 1.8278 0.24 -0.03 0.22
H 2.5324 -3.1128 3.4060 0.39 0.30 -0.13
H 0.7629 -1.6443 3.3335 0.25 0.03 -0.01
C -1.4205 -2.7039 -2.6609 0.93 -0.64 0.37
O -0.5650 -2.2604 -1.6036 -0.46 0.07 0.15
H -1.3006 -2.0282 -3.5033 -0.15 0.02 0.01
H -1.0440 -3.6945 -2.9406 -0.44 -0.02 -0.38
H -2.4604 -2.7853 -2.3394 -0.02 0.15 -0.10
H -0.8715 -2.6860 -0.7742 0.20 0.44 -0.08
C 3.3868 2.1471 -0.8550 -0.40 0.35 -1.08
O 4.4868 2.8601 -0.3153 0.02 -0.39 -0.09
H 2.5944 2.8620 -1.0725 -0.13 -0.01 0.64
H 3.5606 1.7620 -1.8687 0.52 -0.33 0.24
H 3.0319 1.3344 -0.2201 -0.03 0.18 0.12
H 5.2309 2.2491 -0.3317 0.09 0.21 0.11
```
Forces are in eV/Å.

**E_HOMO**: -9.06 eV
**LUMO energy**: 0.26 eV
**SMILES string**: NC(N)=O.NC(N)=O.CCO.CO.CO.CO.CO.CO.CO
**Energy**: -35373.3980 eV


# 4
Formula: C4H12NO2
Source: the OMol25 dataset
Level of theory: ωB97M-V/def2-TZVPD

XYZ file:
```
19
Properties=species:S:1:pos:R:3:forces:R:3
O -0.8775 -0.5355 2.9679 -1.06 -1.48 -1.10
C -1.9136 -0.6494 2.3479 -0.24 4.70 0.49
C -1.9665 0.0385 0.8497 2.22 -3.95 1.17
N -0.6035 -0.4951 0.2763 -1.03 1.96 -1.46
C 0.2956 0.6858 -0.3094 -4.34 0.02 -1.76
C 0.1685 0.6293 -1.8511 -1.13 1.84 1.46
H -2.9149 -0.5745 2.8544 0.57 -1.23 -0.20
H -2.6723 -0.5445 0.2541 -0.57 1.17 0.04
H -1.9664 1.1363 0.9250 -0.37 -0.68 -0.16
H -0.8845 -1.2720 -0.3749 1.03 1.19 0.36
H -0.0304 -0.8677 0.9893 0.45 -0.77 1.55
H 1.2630 0.6125 0.0655 1.55 -0.22 0.79
H -0.3010 1.6216 0.0203 1.58 -1.50 -0.28
H 0.5367 1.6232 -2.1147 -0.11 -0.08 -0.59
H -0.9373 0.6073 -2.0845 1.30 -0.15 -0.14
H 0.7635 -0.0847 -2.3652 0.29 -0.88 -0.19
H 4.2599 -1.3008 -0.8495 0.97 -2.66 -0.09
H 4.1598 0.0324 -0.9592 0.30 2.26 -0.35
O 3.6208 -0.6629 -0.6418 -1.40 0.45 0.45
```
Forces are in eV/Å.

**E_HOMO**: -14.75 eV
**LUMO energy**: -4.20 eV
**Total charge**: +1
**Energy**: -9919.0140 eV


Going through the records in order, we get ΔE to the lowest compared entry with this formula, charge and spin values of 0.0000; 6.8615; 0.0000; 3.2159 eV.
Going through the records in order, we get orbital gap values of 0.2749; 0.3716; 0.3427; 0.3877 hartree.